Entry from the Open Molecules 2025 dataset: a structure of composition C41H109F3MnN9O12 at a distorted geometry (ωB97M-V/def2-TZVPD).

total energy	-121724.85468	eV
net charge	+1
energy above the lowest of the compared OMol25 structures with the same formula, charge and spin	12.68	kcal per mole
strongest force on any atom	3.0	eV Å⁻¹
LUMO (spin up / spin down)	-5.01 / -5.02	eV
2S+1	6

Geometry as XYZ:
```
175
C41H109F3MnN9O12 ωB97M-V/def2-TZVPD
Mn 2.23 5.23 0.44
C 1.25 2.26 -0.74
O -0.08 2.18 -0.31
O 1.73 3.53 -0.65
C 2.04 1.15 -0.05
F 1.58 -0.09 -0.36
F 3.32 1.06 -0.50
F 2.08 1.32 1.28
C -1.07 1.55 -1.11
C -2.31 1.35 -0.29
H -3.13 0.81 -0.77
H -2.09 0.73 0.58
H -2.77 2.27 0.07
H -0.79 0.62 -1.61
H -1.28 2.21 -1.96
H 1.25 2.09 -1.83
C 0.65 1.74 -5.25
O 0.57 3.16 -5.42
H 0.28 1.24 -6.15
H 1.71 1.53 -5.12
H 0.08 1.42 -4.37
H -0.35 3.41 -5.54
C -0.13 7.39 -2.59
C 0.47 6.92 -1.26
C -0.48 5.99 -0.51
O 0.18 5.67 0.70
C -0.69 5.27 1.77
N 1.82 6.31 -1.47
H 0.49 8.18 -3.00
H -1.11 7.85 -2.43
H -0.35 6.58 -3.29
H 0.66 7.82 -0.66
H -0.68 5.15 -1.17
H -1.37 6.59 -0.28
H -1.26 4.38 1.52
H -1.38 6.07 2.04
H -0.13 5.01 2.66
H 1.66 5.60 -2.19
H 2.38 7.01 -1.93
C -1.95 -6.82 -0.30
C -1.90 -5.85 0.88
C -1.17 -4.59 0.41
O -1.44 -3.50 1.26
C -0.80 -2.30 0.93
N -3.32 -5.57 1.28
H -2.74 -6.48 -0.98
H -2.27 -7.80 0.04
H -1.07 -6.80 -0.94
H -1.51 -6.30 1.80
H -1.35 -4.35 -0.65
H -0.08 -4.79 0.40
H -0.65 -2.10 -0.14
H 0.18 -2.29 1.41
H -1.43 -1.47 1.25
H -3.29 -4.65 1.71
H -3.73 -5.35 0.37
C -6.99 -2.57 3.46
C -6.68 -2.89 2.02
C -5.18 -2.69 1.74
O -4.80 -3.01 0.41
C -5.06 -1.94 -0.48
N -7.00 -4.32 1.84
H -6.85 -1.51 3.68
H -6.41 -3.16 4.17
H -8.03 -2.77 3.74
H -7.20 -2.26 1.29
H -4.64 -3.38 2.39
H -4.88 -1.66 1.97
H -4.46 -1.06 -0.25
H -6.13 -1.70 -0.50
H -4.87 -2.30 -1.49
H -6.33 -4.89 2.35
H -6.84 -4.55 0.86
C 4.30 2.22 -3.83
C 4.14 3.69 -4.28
C 3.97 3.90 -5.81
O 5.04 4.51 -6.45
C 6.28 3.88 -6.31
N 3.05 4.31 -3.48
H 3.48 1.64 -3.39
H 5.18 2.08 -3.19
H 4.60 1.63 -4.70
H 4.96 4.33 -3.94
H 3.08 4.52 -5.98
H 3.65 2.98 -6.33
H 6.31 2.90 -6.80
H 6.64 3.83 -5.28
H 7.06 4.47 -6.82
H 2.84 3.72 -2.68
H 2.20 4.28 -4.05
C -0.44 2.56 7.41
C -1.80 1.91 7.17
C -1.88 1.22 5.79
O -1.36 2.11 4.84
C -0.98 1.56 3.62
N -2.00 0.94 8.23
H -0.35 3.02 8.40
H -0.28 3.38 6.70
H 0.40 1.87 7.50
H -2.57 2.68 7.20
H -2.94 1.00 5.63
H -1.40 0.23 5.79
H -1.78 1.03 3.11
H -0.06 0.95 3.65
H -0.62 2.35 2.95
H -1.65 -0.01 8.14
H -1.63 1.20 9.13
C 1.57 -6.27 3.00
C 2.19 -4.97 2.56
C 1.79 -3.76 3.42
O 2.34 -2.58 2.85
C 2.18 -1.41 3.59
N 3.65 -5.13 2.53
H 2.06 -7.09 2.47
H 0.49 -6.29 2.91
H 1.88 -6.62 4.00
H 1.85 -4.81 1.53
H 2.24 -3.95 4.40
H 0.72 -3.59 3.58
H 3.01 -1.16 4.26
H 1.26 -1.40 4.19
H 2.03 -0.52 2.96
H 4.02 -5.31 3.46
H 3.98 -4.20 2.28
C 2.17 -5.76 -5.04
C 1.85 -6.14 -3.58
C 1.36 -5.03 -2.66
O 2.38 -4.10 -2.36
C 2.07 -3.35 -1.20
N 0.90 -7.24 -3.63
H 1.25 -5.52 -5.57
H 2.70 -6.59 -5.50
H 2.77 -4.85 -5.00
H 2.78 -6.54 -3.16
H 0.88 -5.52 -1.80
H 0.55 -4.39 -3.05
H 3.05 -3.05 -0.82
H 1.80 -4.01 -0.37
H 1.31 -2.57 -1.32
H 1.34 -8.03 -4.08
H 0.57 -7.56 -2.73
C 5.07 -0.97 1.04
C 5.86 0.34 1.31
C 7.24 0.05 1.92
O 7.14 -0.68 3.14
C 6.53 0.01 4.18
N 6.01 1.18 0.11
H 4.47 -1.22 1.92
H 5.76 -1.81 0.89
H 4.43 -0.98 0.16
H 5.30 0.80 2.13
H 7.62 1.04 2.20
H 7.86 -0.38 1.15
H 6.66 -0.60 5.09
H 5.43 -0.05 4.08
H 6.88 1.00 4.49
H 6.37 0.66 -0.69
H 5.07 1.42 -0.19
C -7.65 2.89 -3.39
C -6.16 2.82 -3.37
C -5.47 2.84 -2.01
O -5.52 4.17 -1.50
C -4.74 4.32 -0.35
N -5.81 1.51 -3.98
H -8.00 3.77 -2.84
H -8.14 1.99 -3.01
H -8.08 3.07 -4.38
H -5.66 3.56 -4.00
H -4.42 2.57 -2.11
H -6.05 2.23 -1.31
H -4.95 3.57 0.42
H -5.00 5.27 0.14
H -3.67 4.38 -0.56
H -6.08 1.55 -4.95
H -4.84 1.24 -3.95
```